Entry 1:
DFT (ωB97M-V/def2-TZVPD) results for a single C3H7N3O molecule.

Last column: Mulliken charge in e.
Cartesian coordinates (Å):
H -2.593 -0.775 0.508  0.311
N -2.264 0.180 0.348  -0.674
C -0.979 0.186 0.448  0.296
C -0.098 1.293 0.147  -0.602
C 1.227 0.911 0.180  0.088
O 2.164 1.461 -0.640  -0.474
N -0.189 -0.999 0.620  -0.146
N -0.249 -1.981 -0.409  -0.651
H -0.479 2.195 -0.312  0.414
H 1.757 0.422 0.991  0.325
H 1.706 1.992 -1.314  0.328
H 0.343 -1.208 1.462  0.296
H 0.624 -1.948 -0.941  0.217
H -0.969 -1.730 -1.089  0.271

Structure (SMILES) = [H]/N=C(/C=C/O)NN
HOMO level = -0.2957 hartree
Gap between HOMO and LUMO = 8.647 eV
DFT total energy = -357.89663 Ha

***

Entry 2:
DFT (ωB97M-V/def2-TZVPD) results for 3 unconnected molecules or ions with the total composition C42H36NO4S.

Last column: Mulliken charge in e.
Cartesian coordinates (Å):
C -3.577 -1.646 1.543  -0.291
C -3.977 -2.011 0.330  -0.248
C -4.417 -2.097 -1.203  -0.085
C -4.304 -0.744 -2.059  -0.758
C -4.186 0.631 -1.245  0.946
C -5.595 1.338 -0.848  -0.793
S -6.998 0.133 -0.686  -0.292
C -5.326 1.989 0.640  -0.535
C -4.148 3.139 0.583  -0.559
C -2.844 2.673 1.451  -0.200
C -1.468 3.379 0.992  -0.675
N -0.952 2.944 -0.347  0.801
C -0.309 3.851 -1.326  -0.531
C 0.080 3.034 -2.641  -0.640
C -0.370 1.526 -2.415  -0.357
C -0.971 1.598 -0.955  -0.398
H -3.287 -1.156 2.553  0.341
H -3.759 -2.917 -1.712  0.037
H -5.502 -2.529 -1.227  0.352
H -3.360 -0.832 -2.745  0.262
H -5.202 -0.718 -2.806  0.265
H -3.656 1.389 -1.965  0.072
H -3.529 0.603 -0.300  -0.802
H -6.576 -0.959 0.089  -0.013
H -6.292 2.505 1.046  0.410
H -4.977 1.138 1.339  0.138
H -4.524 4.148 1.016  0.375
H -3.761 3.297 -0.508  0.247
H -3.034 3.003 2.554  0.358
H -2.716 1.521 1.497  -0.037
H -1.635 4.533 0.994  0.337
H -0.597 3.207 1.750  0.063
H -0.099 4.971 -1.177  0.314
H 0.591 3.418 -3.593  0.287
H -0.297 0.600 -3.102  0.322
H -1.386 0.634 -0.487  0.349
C 0.485 -3.417 -0.403  -0.654
C -0.846 -3.816 -0.297  -0.272
C -1.320 -4.872 -1.071  -0.872
C -0.466 -5.524 -1.963  0.414
C 0.860 -5.108 -2.086  0.232
C 1.338 -4.059 -1.296  -0.636
C 1.762 -5.757 -3.063  0.628
O 2.923 -5.397 -3.170  -0.683
C 1.233 -6.845 -3.915  0.168
C 2.056 -7.429 -4.881  -0.536
C 1.570 -8.462 -5.678  -0.453
C 0.266 -8.922 -5.507  -0.448
C -0.558 -8.339 -4.549  -0.549
C -0.079 -7.293 -3.758  0.175
C -0.974 -6.656 -2.767  0.544
O -2.118 -7.056 -2.620  -0.671
H 0.857 -2.599 0.207  0.486
H -1.514 -3.305 0.391  0.415
H -2.357 -5.182 -0.979  0.530
H 2.373 -3.739 -1.378  0.451
H 3.074 -7.078 -5.018  0.449
H 2.210 -8.911 -6.432  0.388
H -0.110 -9.733 -6.124  0.389
H -1.576 -8.699 -4.424  0.456
C 5.187 6.742 6.274  -0.437
C 3.905 7.167 5.932  -0.470
C 3.181 6.485 4.958  -0.487
C 3.744 5.381 4.314  0.138
C 5.037 4.971 4.639  0.119
C 5.754 5.647 5.629  -0.552
C 5.664 3.833 3.929  0.579
O 6.794 3.472 4.216  -0.685
C 4.904 3.147 2.862  0.489
C 5.503 2.110 2.144  -0.642
C 4.789 1.450 1.147  -0.506
C 3.473 1.818 0.870  -0.610
C 2.874 2.855 1.580  -0.619
C 3.594 3.527 2.570  0.196
C 2.961 4.652 3.293  0.494
O 1.810 4.977 3.046  -0.681
H 5.748 7.269 7.040  0.385
H 3.468 8.030 6.426  0.390
H 2.180 6.818 4.699  0.460
H 6.756 5.324 5.897  0.450
H 6.527 1.816 2.356  0.451
H 5.258 0.647 0.586  0.398
H 2.914 1.298 0.098  0.576
H 1.850 3.137 1.353  0.549

HOMO level = -0.0865 hartree
Gap between HOMO and LUMO = 2.637 eV
Charge = -1
DFT total energy = -2375.66868 Ha

***

Entry 3:
DFT (ωB97M-V/def2-TZVPD) results for a gas-phase ion, C3H10NS (charge +1).

Last column: Mulliken charge in e.
Cartesian coordinates (Å):
C 1.291 1.772 -0.094  -0.790
N 0.755 0.369 0.356  -0.132
C -0.508 -0.207 -0.368  -0.318
C -0.654 -1.930 0.022  -1.007
S -2.003 0.771 -0.005  -0.089
H 0.531 2.681 -0.172  0.265
H 2.103 2.042 0.412  0.382
H 1.589 1.508 -1.168  0.360
H 0.389 0.279 1.261  0.372
H 1.561 -0.156 0.275  0.363
H -0.320 -0.198 -1.477  0.358
H 0.233 -2.518 0.146  0.397
H -1.327 -1.975 0.957  0.314
H -0.975 -2.309 -0.910  0.346
H -2.667 -0.128 0.763  0.179

Structure (SMILES) = C[NH2+][C@@H](C)S
HOMO level = -0.5206 hartree
Gap between HOMO and LUMO = 10.898 eV
Charge = +1
DFT total energy = -572.91885 Ha

***

Entry 4:
DFT (ωB97M-V/def2-TZVPD) results for a single C2H6N4O molecule.

Last column: Mulliken charge in e.
Cartesian coordinates (Å):
N -0.458 2.207 -0.664  -0.641
N -0.250 0.908 -0.405  0.013
C 0.828 0.526 0.147  0.125
C 1.052 -0.910 0.509  0.078
O 2.102 -1.238 1.007  -0.583
N 0.001 -1.752 0.242  -0.004
N -1.377 -1.464 0.209  -0.693
H -0.847 2.308 -1.609  0.246
H 0.354 2.800 -0.584  0.246
H 1.682 1.187 0.310  0.396
H 0.091 -2.725 0.422  0.231
H -1.550 -0.954 -0.614  0.324
H -1.628 -0.892 1.030  0.264

Structure (SMILES) = N/N=C/C(=O)NN
HOMO level = -0.3463 hartree
Gap between HOMO and LUMO = 10.086 eV
DFT total energy = -374.00680 Ha

***

Entry 5:
DFT (ωB97M-V/def2-TZVPD) results for a single C17H20N2O4 molecule.

Last column: Mulliken charge in e.
Cartesian coordinates (Å):
C 4.536 0.183 -1.341  -1.259
C 3.607 0.607 -0.214  -0.151
O 2.954 -0.522 0.377  -0.327
C 1.857 -0.973 -0.213  0.925
O 1.363 -0.504 -1.206  -0.569
C 1.251 -2.143 0.565  -1.106
N -0.113 -1.792 0.891  0.312
C -0.377 -1.479 2.226  0.087
O 0.345 -1.864 3.122  -0.669
N -1.524 -0.789 2.417  -0.175
C -2.073 0.027 1.362  -0.124
C -1.280 1.296 1.085  0.124
C 0.014 1.484 1.550  -0.204
C 0.721 2.626 1.212  -0.764
C 0.146 3.590 0.403  -0.515
C -1.148 3.413 -0.056  -0.813
C -1.856 2.276 0.284  -0.373
C -2.093 -0.797 0.084  0.249
C -3.232 -0.510 -0.802  0.384
C -3.015 -0.578 -2.296  -1.615
O -4.295 -0.134 -0.347  -0.592
C -1.079 -1.666 -0.101  1.343
C -0.960 -2.635 -1.235  -2.254
H 5.064 1.052 -1.722  0.386
H 3.963 -0.263 -2.150  0.325
H 5.261 -0.543 -0.979  0.324
H 2.842 1.297 -0.587  0.273
H 4.164 1.068 0.603  0.335
H 1.310 -3.051 -0.040  0.270
H 1.789 -2.291 1.503  0.448
H -1.729 -0.539 3.373  0.296
H -3.105 0.288 1.620  0.643
H 0.484 0.751 2.189  0.528
H 1.726 2.760 1.586  0.508
H 0.702 4.477 0.136  0.399
H -1.608 4.164 -0.682  0.417
H -2.865 2.140 -0.074  0.514
H -3.394 -1.522 -2.685  0.372
H -3.600 0.215 -2.757  0.410
H -1.968 -0.467 -2.554  0.360
H -1.920 -2.785 -1.714  0.531
H -0.613 -3.597 -0.863  0.439
H -0.248 -2.269 -1.973  0.308

Structure (SMILES) = CCOC(=O)CN1C(=O)N[C@@H](c2ccccc2)C(C(C)=O)=C1C
HOMO level = -0.3160 hartree
Gap between HOMO and LUMO = 9.207 eV
DFT total energy = -1070.31648 Ha

***

Entry 6:
DFT (ωB97M-V/def2-TZVPD) results for 2 unconnected molecules or ions with the total composition C3H11NS.

Last column: Mulliken charge in e.
Cartesian coordinates (Å):
C 2.020 -0.202 0.988  -0.880
N 0.717 0.230 0.432  -0.188
C 0.733 1.553 -0.159  -0.992
H 2.314 0.491 1.777  0.304
H 2.734 -0.302 0.181  0.279
H 1.806 -1.161 1.460  0.295
H -0.005 0.195 1.120  0.193
H -0.323 1.786 -0.352  0.300
H 1.072 2.360 0.513  0.382
H 1.268 1.660 -1.103  0.316
C -1.848 -1.252 -1.219  -0.726
S -2.331 -1.491 0.525  -0.229
H -0.860 -0.811 -1.301  0.246
H -2.563 -0.622 -1.752  0.288
H -1.917 -2.197 -1.756  0.305
H -2.817 -0.237 0.648  0.108

Structure (SMILES) = CNC.CS
HOMO level = -0.3200 hartree
Gap between HOMO and LUMO = 9.591 eV
DFT total energy = -573.80270 Ha